[1]
84
Properties=species:S:1:pos:R:3:forces:R:3:lowdin_charge:R:1 method="wB97M-V/def2-TZVPD" e_tot_ev=-49601.5584 e_homo_ev=-8.2 gap_ev=8.50
O 5.3694 -4.2105 0.6986 -1.41 0.26 -0.41 0.103
O 1.3445 -0.4113 4.3581 0.83 0.13 -2.45 0.057
O 4.2726 -3.4842 -1.1413 -0.30 0.32 1.55 -0.012
O -4.0700 2.9372 -3.0294 0.11 0.46 -0.24 0.058
O -6.8940 2.8051 3.7150 -0.93 -0.78 0.71 0.052
O 0.4736 -0.4862 6.3770 1.54 -0.80 -0.86 0.091
O 0.5296 -0.0734 -3.0577 0.20 0.07 -3.00 0.007
N -3.5132 -2.9197 -3.8975 2.84 -0.61 2.01 0.031
N 3.2429 1.6660 0.4771 0.15 -0.93 -0.69 0.026
N -0.4976 0.3527 -0.2813 -1.31 -0.61 -1.64 0.038
C -1.6910 1.1737 1.3252 -2.41 0.29 -0.27 -0.115
C 4.5960 0.1413 -0.5646 -0.89 0.97 0.90 -0.073
C 0.6217 -0.0717 -4.2988 0.32 -0.40 0.67 -0.373
C 1.4582 -0.3993 5.6546 -2.13 2.39 3.46 -0.483
C -5.8671 2.1903 3.5614 -0.12 0.95 -1.37 -0.465
C -0.6321 0.0665 -5.2406 0.31 0.55 2.16 -0.022
C -1.5830 -2.9814 -2.6263 -0.03 -0.26 -1.18 -0.118
C -3.2507 3.4829 -2.3277 0.93 -2.00 0.47 -0.496
C 1.9749 -0.2911 -5.0480 -0.08 -0.13 0.71 -0.016
C -0.5447 0.6386 1.9323 -0.76 0.94 0.02 -0.078
C 2.0528 -2.9583 -0.2466 0.91 -0.98 -0.45 -0.147
C -2.0098 -4.3373 -2.7555 -3.05 2.37 -0.68 -0.065
C 3.5363 0.3223 4.8190 2.32 1.02 0.88 -0.204
C 2.8764 -3.6142 0.8861 1.42 0.40 -1.75 -0.026
C -3.5912 3.8807 -0.9041 0.29 0.31 -0.27 -0.036
C -3.2768 -4.1658 -3.4188 1.04 -3.34 -0.07 -0.163
C -1.7683 3.6053 -2.7266 -0.82 1.19 0.45 -0.016
C -5.7545 0.6574 3.6366 -0.17 1.25 0.76 -0.002
C 4.2912 1.3984 1.2744 0.64 1.45 1.42 -0.181
C -4.7366 3.0861 3.0880 1.21 -0.04 -0.23 -0.027
C 4.3344 -3.8479 0.2014 -0.41 0.48 0.03 -0.396
C -1.7422 0.8680 -0.0291 0.86 1.12 1.59 -0.102
C 5.1735 0.5343 0.6582 -0.17 0.37 1.59 -0.093
C 2.5982 0.0130 3.7609 -0.30 -1.66 -1.89 -0.175
C -2.4108 -2.1981 -3.4077 -0.71 1.40 -0.60 -0.145
C 3.4019 0.8717 -0.5911 -0.14 -0.72 -3.24 -0.174
C 2.8231 0.1608 6.1031 -0.91 -0.99 0.65 -0.060
C 0.1473 0.1715 0.8726 2.92 -0.71 0.45 -0.188
C 2.9697 -2.9732 -1.4881 0.15 -0.32 -0.03 -0.171
H -2.4784 1.7512 1.7866 0.00 -0.31 0.23 0.056
H 2.7536 1.0322 -1.4398 -0.22 -0.39 -0.01 0.103
H 1.2081 -3.5886 -0.5244 -0.45 0.56 0.49 0.104
H -6.1574 0.3593 4.6045 0.23 0.01 0.21 0.081
H 2.6694 -3.6312 -2.3035 -0.48 0.25 0.02 0.122
H 2.7019 1.1217 6.6031 -0.38 -0.33 0.26 0.132
H 2.5066 2.3511 0.5699 0.20 -0.30 0.25 0.163
H -0.9408 -0.9224 -5.5796 0.32 0.14 -0.46 0.081
H -4.9298 3.6231 2.1594 -0.68 -0.65 -0.45 0.073
H -4.2402 3.1772 -0.3825 -0.36 0.06 -0.54 0.079
H -1.4740 -5.1678 -2.3201 -0.70 -0.23 -0.07 0.085
H -0.7095 -2.7094 -2.0524 -0.01 0.48 -0.31 0.076
H -2.3623 -1.1766 -3.7549 0.23 -0.02 0.65 0.073
H -0.2301 -0.0130 -1.1840 0.26 0.05 0.06 0.095
H -4.1829 -2.7034 -4.6220 0.25 0.22 0.40 0.152
H -1.4980 3.0297 -3.6120 -0.01 -0.06 0.34 0.073
H 2.3017 0.6046 -5.5763 -0.44 0.07 -0.25 0.081
H 1.1885 -0.1155 0.8693 -0.12 -0.42 -0.10 0.086
H -1.5857 4.6647 -2.9067 -0.11 0.28 -0.55 0.081
H 6.0954 0.2705 1.1551 0.02 -0.35 -0.34 0.098
H -6.4699 0.2174 2.9419 0.47 0.01 -0.42 0.086
H -3.9805 -4.9458 -3.6693 0.05 -0.11 -0.01 0.096
H -0.5829 0.8619 -5.9843 0.57 -0.51 -0.38 0.083
H -0.3004 0.6653 2.9840 0.18 -0.05 -0.27 0.092
H -2.5213 1.1123 -0.7360 0.37 -0.23 -0.22 0.104
H 2.8412 -0.5611 -4.4440 -0.38 0.17 0.75 0.067
H 4.3879 -0.3523 4.7310 0.29 0.48 0.17 0.131
H 1.9295 -1.1321 -5.7399 -0.55 0.22 -0.33 0.081
H 1.8553 -1.8969 -0.0965 -0.61 -0.46 0.47 0.076
H 3.0680 -0.8229 3.2426 -0.86 -0.18 -0.65 0.121
H 3.7936 1.3635 4.6249 0.84 -0.10 0.62 0.118
H 2.9564 -1.9266 -1.7922 0.91 -0.16 -0.59 0.090
H 2.6166 0.8678 3.0848 -1.54 -0.36 -0.15 0.097
H 2.4432 -4.5720 1.1744 0.31 0.18 0.35 0.114
H -4.7077 0.3650 3.5535 -0.30 -0.38 -0.29 0.073
H -1.1518 3.5063 -1.8332 0.12 -0.90 -0.16 0.069
H 3.0310 -2.9078 1.7018 -0.05 -0.46 0.23 0.098
H -4.6433 3.9777 3.7080 0.19 -0.44 0.72 0.086
H -4.0775 4.8407 -1.0773 -0.18 0.19 0.75 0.091
H 3.2398 -0.5768 6.7889 0.24 0.28 0.07 0.129
H 5.0393 -0.5732 -1.2423 -0.39 0.20 -0.23 0.098
H -2.7124 3.9593 -0.2640 0.07 0.42 -0.21 0.071
H -3.7827 2.5833 2.9288 0.03 0.13 0.42 0.038
H 4.2645 1.9811 2.1833 0.87 -0.31 0.26 0.107
H -1.4267 0.4081 -4.5772 -0.11 -0.06 0.08 0.050

[2]
17
Properties=species:S:1:pos:R:3:forces:R:3:lowdin_charge:R:1 method="wB97M-V/def2-TZVPD" e_tot_ev=-14647.7686 de_lowest_ev=3.554 e_homo_ev=-9.2 gap_ev=9.50
P 2.5875 -1.4539 -1.4266 0.20 -0.65 1.84 0.754
C 1.0620 -0.9280 -2.2946 -0.47 2.22 1.77 -0.427
C -3.3534 2.5598 1.1639 -0.52 -0.14 -1.59 -0.080
C 0.2006 0.8563 3.6308 -0.47 0.85 0.28 0.005
C 2.0205 -2.2762 -0.0379 -0.38 0.42 -1.70 -0.381
C -0.7783 1.5363 3.4603 0.35 -1.14 0.05 -0.007
H -2.7195 1.7316 1.5818 -1.40 0.55 -0.20 -0.009
H -4.4461 2.7252 1.4874 1.95 -0.67 0.05 0.045
H 1.0925 0.3826 3.9500 0.22 -0.18 -0.19 0.011
H -1.7731 1.8589 3.2897 0.01 0.47 0.02 -0.013
H 0.9669 -2.5975 0.0897 0.59 0.50 -0.04 -0.005
H 2.6798 -2.6268 0.7505 0.18 0.09 -0.29 -0.034
H -3.4188 2.3725 0.0281 0.24 0.34 1.68 0.037
H 1.1404 -0.8943 -3.3702 0.16 0.10 -0.22 -0.001
H 0.8251 0.2020 -1.8577 0.36 -2.97 -1.25 0.095
H 0.3202 -1.6541 -1.9842 -0.65 0.30 -0.10 -0.002
H -2.7650 3.4738 1.3224 -0.38 -0.09 -0.11 0.009

[3]
12
Properties=species:S:1:pos:R:3:forces:R:3:lowdin_charge:R:1 method="wB97M-V/def2-TZVPD" e_tot_ev=-6310.9675 de_lowest_ev=8.233 e_homo_ev="-7.9 / -7.9" gap_ev="8.47 / 8.47"
C -0.0654 -0.8570 0.0369 2.20 1.59 -0.74 -0.312
C 0.4732 1.2315 0.7815 -1.53 -2.70 -0.85 0.127
C -1.2645 0.0854 0.8771 -0.28 -1.32 -0.27 -0.100
C -0.6916 1.2771 1.3394 -0.90 2.93 3.26 -0.190
C -1.4043 -1.1453 0.4800 -1.00 0.55 0.27 0.035
C 0.4756 -0.7778 -1.3598 0.85 1.10 0.30 -0.085
H 0.4740 -1.7588 -1.7942 0.49 -0.67 -0.17 0.072
H 0.6945 -1.1994 0.6615 1.08 -0.65 1.72 0.096
H -1.0897 2.0163 2.1625 0.31 -1.36 -1.90 0.139
H -0.2903 -0.2819 -1.8611 -1.04 1.21 -1.57 0.054
H 1.4740 -0.1907 -1.4917 -1.77 -1.38 0.39 0.113
H 1.2144 1.6006 0.1678 1.59 0.71 -0.45 0.050

[4]
14
Properties=species:S:1:pos:R:3:forces:R:3:lowdin_charge:R:1 method="wB97M-V/def2-TZVPD" charge=+2 e_tot_ev=-7232.3133 de_lowest_ev=5.221 e_homo_ev=-20.4 gap_ev=8.57
N -0.1707 -1.3779 -0.3365 3.18 4.49 0.90 0.108
N 1.7217 2.9302 0.3981 0.22 0.54 0.02 0.243
C 0.6939 0.5705 0.1451 -1.52 -3.20 -1.04 0.296
C -1.4845 -1.5051 -0.8169 -1.40 -0.33 -0.67 -0.001
C -1.0615 -2.0100 0.5476 -0.89 -0.89 0.91 -0.003
C 1.1578 1.6669 0.2247 -0.42 -1.02 0.02 -0.121
H 1.0937 3.6618 0.0131 0.26 -0.07 0.15 0.215
H -2.1461 -0.6454 -0.8306 0.20 0.14 0.22 0.161
H -1.4488 -1.4689 1.4057 0.09 0.26 -0.18 0.161
H 0.6798 -1.7707 -0.7391 -0.03 -0.26 -0.10 0.187
H -0.8671 -3.0579 0.7722 0.20 0.11 -0.20 0.161
H 1.8835 3.1286 1.4047 0.00 0.05 -0.29 0.216
H -1.6245 -2.1517 -1.6834 0.29 0.03 0.10 0.162
H 2.6308 2.9864 -0.0993 -0.18 0.14 0.17 0.215

[5]
30
Properties=species:S:1:pos:R:3:forces:R:3:lowdin_charge:R:1 method="wB97M-V/def2-TZVPD" e_tot_ev=-20782.7120 de_lowest_ev=19.901 e_homo_ev=-9.5 gap_ev=8.81
O -0.7400 0.6398 2.5715 -0.64 0.27 5.13 -0.063
O -1.9229 -1.3960 0.3940 -5.73 -8.76 4.77 0.071
O 0.3633 0.4068 0.6098 -0.19 2.32 1.76 -0.134
O -0.4784 -1.1470 -1.0068 0.43 -0.53 -5.69 0.086
O 1.5494 -1.8833 -1.5616 2.68 -2.35 -6.42 0.064
O 1.3810 -1.3533 0.3839 4.74 -5.06 7.35 0.209
O 0.0638 2.7668 0.2028 -1.39 2.91 0.87 -0.047
O -0.0238 1.1158 -1.3578 -8.35 -0.84 -6.78 0.045
O -1.9223 0.6440 0.6735 -3.09 7.05 -1.84 -0.068
O 1.8690 1.5054 -0.8419 8.80 0.73 0.34 -0.051
H 0.3396 -1.5956 -1.2208 0.15 0.24 -0.97 -0.066
H 1.1145 -2.7359 -1.5746 0.73 -1.03 -0.57 0.105
H 0.7993 -0.4449 0.5850 -2.22 2.91 0.47 -0.179
H 2.2524 -0.9759 0.2634 1.37 0.91 0.99 0.180
H 1.7153 -1.7126 -0.6345 0.68 -2.59 -2.77 -0.159
H -0.3211 -0.2337 -1.2464 -0.02 0.31 -0.41 -0.001
H -1.6836 0.7076 2.4258 1.42 -0.07 1.80 0.001
H -0.7869 1.6625 -1.1703 -0.79 0.79 0.57 0.138
H -0.3690 0.5331 1.6956 0.57 0.02 0.41 -0.122
H -2.4473 0.7675 1.4643 -0.94 0.33 -1.40 0.077
H -0.1051 0.9008 -2.2870 0.48 0.55 -1.15 0.167
H 1.3729 -1.6530 1.2929 0.05 -0.79 1.03 0.208
H -0.4844 0.2547 0.1921 0.64 0.83 1.00 0.018
H 2.0381 0.7425 -0.2890 0.22 0.95 -0.14 0.021
H 1.0162 2.7415 0.1108 0.36 0.20 0.26 0.036
H -1.1710 -1.2727 -0.1855 0.94 -1.11 -0.59 -0.227
H -1.8906 -0.3050 0.5522 -2.13 0.50 0.76 -0.215
H 0.9159 1.5350 -0.9249 1.65 0.76 0.53 -0.222
H -0.1434 2.0178 0.7616 0.05 0.49 0.53 0.015
H -2.3009 -2.2323 0.1221 -0.46 0.07 0.15 0.116

[6]
70
Properties=species:S:1:pos:R:3:forces:R:3:lowdin_charge:R:1 method="wB97M-V/def2-TZVPD" charge=-2 e_tot_ev=-59553.2949 e_homo_ev="1.3 / -0.7" gap_ev="2.59 / 4.63"
In -0.3750 0.5441 0.0940 1.42 -1.21 -1.21 0.985
F -0.7572 3.2449 4.9656 -0.06 0.24 0.15 0.075
F -1.6758 5.5505 3.7871 -0.01 0.07 0.06 0.076
F -2.0612 5.6213 1.0584 -0.08 0.26 0.16 0.076
F -1.4906 3.4191 -0.4572 -0.05 0.18 0.65 0.036
F -0.1628 1.0660 3.4602 -0.36 0.78 -0.17 0.049
O -1.6063 0.5478 -8.0771 0.80 -1.57 -0.19 0.106
O -0.5891 -1.3838 -8.5014 -0.34 -0.41 -0.02 -0.027
O 1.6596 0.3129 -7.8435 0.41 0.00 0.17 -0.025
O -0.6791 0.7060 -2.0827 0.15 -0.16 0.43 -0.347
O 2.1630 -1.0141 -6.0883 -0.71 0.85 -0.93 0.112
C 2.6035 -1.0204 0.6381 0.20 0.72 -0.31 -0.209
C 2.4739 0.7951 -0.7792 0.28 -0.40 0.73 -0.242
C -2.2280 -0.9869 0.3527 -0.03 -1.27 0.62 -0.292
C -0.9369 3.2985 3.6309 0.18 -0.56 -0.46 -0.153
C -1.4320 1.1059 -4.7929 0.25 -1.32 0.09 -0.229
C -0.8231 2.2049 1.4659 -0.72 1.05 0.50 -0.087
C -0.2871 1.2406 -5.8009 -0.11 -0.04 0.10 -0.063
C 0.0547 -2.6225 -8.1048 -0.17 0.51 0.01 -0.023
C 2.2773 1.2618 0.5658 0.57 -0.66 -0.32 -0.277
C 2.6654 -0.6149 -0.7270 0.12 0.64 0.59 -0.210
C -1.3084 3.3652 0.9026 0.19 0.11 0.64 -0.227
C -1.7329 -1.1075 1.7182 -0.21 -0.90 -0.68 -0.247
C -1.5890 -2.0372 -0.4122 -0.30 0.06 0.91 -0.213
C 2.3786 0.1284 1.4363 0.29 0.15 -0.57 -0.233
C -0.1205 -0.1978 -2.9823 -0.77 0.59 0.37 -0.319
C -0.6307 -1.1794 -5.2740 -0.35 0.08 -0.38 -0.069
C -1.4099 4.4650 3.0354 0.02 -0.43 -0.42 -0.153
C -0.1088 -0.1903 -6.3537 0.44 -0.23 -1.07 -0.249
C -0.5503 3.2024 -3.6407 0.54 0.46 0.37 -0.077
C -2.9613 2.4758 -3.3524 -0.49 0.07 0.54 -0.079
C -1.1475 -0.3154 -4.1282 0.18 0.57 0.14 -0.213
C 3.0475 0.2408 -8.1764 0.15 0.06 -0.07 -0.044
C -0.6459 2.1839 2.8381 -0.01 0.30 -0.26 -0.221
C -0.7656 -2.1420 1.7368 -0.82 0.27 -0.14 -0.187
C 1.3497 -0.3571 -6.7201 0.72 -1.26 1.46 -0.461
C -1.6103 2.2120 -3.8446 -0.04 0.12 -0.80 -0.330
C -0.8407 -0.3248 -7.7023 -0.97 1.50 0.43 -0.416
C -1.6042 4.5035 1.6552 0.24 -0.61 -0.24 -0.155
C -0.6812 -2.7068 0.4362 -0.75 0.19 -0.09 -0.184
H -1.8479 -2.3020 -1.4366 0.31 0.24 0.17 0.077
H 0.3049 2.7373 -3.1318 0.02 0.11 0.03 0.083
H 0.6399 1.5503 -5.2934 -0.29 -0.08 -0.10 0.131
H 2.2011 2.3049 0.8707 -0.08 -0.22 -0.05 0.069
H 3.3687 -0.8046 -8.2729 -0.07 0.29 0.03 0.092
H -2.0965 -0.6947 -3.7067 0.47 0.04 -0.06 0.144
H -3.1239 -0.4381 0.0541 0.35 -0.06 0.03 0.083
H 2.3546 0.1642 2.5248 -0.20 -0.06 -0.27 0.067
H 0.8571 0.1773 -3.3594 -0.12 -0.20 -0.11 0.115
H -0.2315 -2.4901 2.6194 0.03 0.24 -0.26 0.078
H -2.3708 0.9695 -5.3547 0.11 0.04 -0.14 0.146
H -3.4612 3.3007 -3.8900 -0.05 0.03 -0.06 0.073
H -2.9128 2.7726 -2.2998 -0.20 -0.08 0.01 0.066
H 2.7483 -2.0324 1.0073 -0.17 0.14 -0.06 0.065
H -1.4711 -1.7597 -5.6825 0.28 -0.05 -0.05 0.124
H -0.0300 -2.8429 -7.0303 0.07 0.23 -0.44 0.090
H -0.4719 -3.3857 -8.6847 0.16 0.04 0.18 0.090
H -3.5953 1.5877 -3.4435 -0.01 0.10 0.10 0.078
H 0.0795 -1.2178 -2.5672 -0.11 0.47 -0.09 0.110
H -0.9073 4.0155 -3.0003 0.12 -0.05 -0.04 0.073
H -2.1375 -0.5740 2.5759 0.33 0.06 -0.22 0.078
H -0.1692 3.6504 -4.5725 -0.08 0.03 -0.02 0.070
H 1.1066 -2.5911 -8.4165 -0.21 0.00 0.20 0.093
H 2.5377 1.4260 -1.6646 -0.19 -0.17 0.15 0.068
H -0.5134 1.9332 -6.6190 0.16 -0.09 0.29 0.129
H 3.6527 0.7310 -7.4017 -0.16 -0.17 -0.23 0.103
H -0.0646 -3.5593 0.1578 0.01 0.32 0.00 0.075
H 0.1726 -1.8588 -4.9700 -0.15 0.06 0.05 0.120
H 2.8814 -1.2557 -1.5778 -0.20 0.06 0.10 0.065
H 3.1366 0.7641 -9.1271 0.08 -0.04 0.07 0.089

What did the fifth record say?
30
Properties=species:S:1:pos:R:3:forces:R:3:lowdin_charge:R:1 method="wB97M-V/def2-TZVPD" e_tot_ev=-20782.7120 de_lowest_ev=19.901 e_homo_ev=-9.5 gap_ev=8.81
O -0.7400 0.6398 2.5715 -0.64 0.27 5.13 -0.063
O -1.9229 -1.3960 0.3940 -5.73 -8.76 4.77 0.071
O 0.3633 0.4068 0.6098 -0.19 2.32 1.76 -0.134
O -0.4784 -1.1470 -1.0068 0.43 -0.53 -5.69 0.086
O 1.5494 -1.8833 -1.5616 2.68 -2.35 -6.42 0.064
O 1.3810 -1.3533 0.3839 4.74 -5.06 7.35 0.209
O 0.0638 2.7668 0.2028 -1.39 2.91 0.87 -0.047
O -0.0238 1.1158 -1.3578 -8.35 -0.84 -6.78 0.045
O -1.9223 0.6440 0.6735 -3.09 7.05 -1.84 -0.068
O 1.8690 1.5054 -0.8419 8.80 0.73 0.34 -0.051
H 0.3396 -1.5956 -1.2208 0.15 0.24 -0.97 -0.066
H 1.1145 -2.7359 -1.5746 0.73 -1.03 -0.57 0.105
H 0.7993 -0.4449 0.5850 -2.22 2.91 0.47 -0.179
H 2.2524 -0.9759 0.2634 1.37 0.91 0.99 0.180
H 1.7153 -1.7126 -0.6345 0.68 -2.59 -2.77 -0.159
H -0.3211 -0.2337 -1.2464 -0.02 0.31 -0.41 -0.001
H -1.6836 0.7076 2.4258 1.42 -0.07 1.80 0.001
H -0.7869 1.6625 -1.1703 -0.79 0.79 0.57 0.138
H -0.3690 0.5331 1.6956 0.57 0.02 0.41 -0.122
H -2.4473 0.7675 1.4643 -0.94 0.33 -1.40 0.077
H -0.1051 0.9008 -2.2870 0.48 0.55 -1.15 0.167
H 1.3729 -1.6530 1.2929 0.05 -0.79 1.03 0.208
H -0.4844 0.2547 0.1921 0.64 0.83 1.00 0.018
H 2.0381 0.7425 -0.2890 0.22 0.95 -0.14 0.021
H 1.0162 2.7415 0.1108 0.36 0.20 0.26 0.036
H -1.1710 -1.2727 -0.1855 0.94 -1.11 -0.59 -0.227
H -1.8906 -0.3050 0.5522 -2.13 0.50 0.76 -0.215
H 0.9159 1.5350 -0.9249 1.65 0.76 0.53 -0.222
H -0.1434 2.0178 0.7616 0.05 0.49 0.53 0.015
H -2.3009 -2.2323 0.1221 -0.46 0.07 0.15 0.116